Below is a structure of composition C43H52AsN2O3P2RuS in a non-equilibrium geometry, with properties calculated with the ωB97M-V functional and the def2-TZVPD basis.

Geometry as ORCA input:
```
! RIJCOSX wB97M-V def2-TZVPD def2/J DEFGRID3
* xyz 3 5
Ru -1.699 0.308 -0.092
As 4.873 -0.587 -0.364
S -1.448 2.732 0.309
P 0.406 -0.428 0.610
P -4.052 -0.212 -0.324
O -1.966 0.361 2.067
O 0.262 0.401 2.160
O -3.194 1.189 4.268
N -1.694 4.364 -1.862
N -1.913 5.353 0.077
C -0.912 -2.794 1.128
C -0.125 -2.230 -3.200
C 4.814 1.168 -4.222
C 2.900 -0.922 -0.515
C -0.920 0.417 2.755
C 4.425 0.469 -3.089
C 1.296 -2.603 2.097
C -1.710 4.206 -0.541
C 0.269 0.073 6.268
C -5.184 2.336 0.049
C -0.123 0.155 -3.559
C 5.130 -3.447 -0.111
C 5.464 -2.358 -0.913
C -1.950 5.757 -2.251
C -0.161 -1.138 -4.062
C -0.054 0.358 -2.187
C -2.090 0.784 4.927
C 6.594 -3.837 -2.430
C 0.259 0.142 4.898
C -0.056 -0.746 -1.312
C 5.253 0.446 -1.970
C -4.859 -0.625 1.268
C 6.220 -2.551 -2.065
C -0.081 -4.523 2.563
C 6.236 -4.923 -1.646
C 2.154 0.042 0.397
C -2.064 0.694 6.315
C -2.005 6.462 -0.884
C 1.110 -3.825 2.722
C -4.387 -1.916 1.935
C 5.504 -4.728 -0.482
C 0.283 -2.088 1.290
C -3.692 -1.419 -2.821
C -1.927 5.610 1.505
C -4.399 -1.599 -1.471
C -0.113 -2.046 -1.827
C -0.917 0.472 4.200
C -5.076 1.178 -0.953
C -0.906 0.332 6.975
C 6.847 1.833 -3.126
C 6.020 1.854 -4.241
C -1.094 -4.010 1.765
C 6.461 1.137 -1.990
H -5.932 -0.665 1.063
H -1.040 6.176 1.794
H -4.558 -2.790 1.305
H -3.873 1.452 4.901
H -0.119 1.000 -4.236
H -5.961 2.141 0.785
H -0.207 -1.298 -5.132
H -2.017 -4.559 1.637
H -2.932 7.013 -0.732
H -3.330 -1.853 2.190
H -4.668 0.217 1.938
H -0.112 -3.236 -3.600
H -4.643 1.509 -1.900
H -5.437 3.263 -0.462
H 6.311 2.412 -5.121
H -3.636 -2.369 -3.350
H 2.570 0.054 1.407
H 4.182 1.160 -5.102
H -2.810 6.195 1.760
H 1.156 -0.071 4.332
H -5.480 -1.668 -1.600
H -0.220 -5.468 3.071
H -6.061 0.763 -1.175
H -1.701 -2.388 0.499
H 3.490 -0.080 -3.100
H 2.588 -0.811 -1.554
H -4.942 -2.067 2.859
H 0.142 1.354 -1.800
H 7.791 2.362 -3.140
H 5.249 -5.572 0.146
H 6.512 -1.707 -2.677
H 6.547 -5.920 -1.928
H -0.088 -2.907 -1.175
H -2.890 5.835 -2.797
H 4.602 -3.288 0.826
H -4.225 -0.718 -3.463
H -4.066 -2.517 -0.981
H 7.100 1.132 -1.115
H -1.150 6.134 -2.884
H -4.248 2.486 0.588
H -0.915 0.252 8.053
H 7.171 -3.987 -3.334
H -1.951 4.673 2.052
H 2.209 1.068 0.021
H -2.966 0.921 6.872
H -2.674 -1.045 -2.682
H -1.170 7.147 -0.730
H 2.223 -2.061 2.241
H -1.633 3.612 -2.523
H 2.731 -1.960 -0.227
H 1.897 -4.233 3.342
H 1.175 -0.173 6.802
*
```

The calculation puts the HOMO energy (alpha / beta) at -13.926 / -13.910 eV. The value obtained for the total energy is -147366.131 eV.

Below is a structure of composition C43H53BF2GeMnN5O2PS2 in a non-equilibrium geometry, with properties calculated with the ωB97M-V functional and the def2-TZVPD basis.

Geometry as ORCA input:
```
! RIJCOSX wB97M-V def2-TZVPD def2/J DEFGRID3
* xyz -1 5
Ge -3.060 -3.212 1.629
Mn 0.105 -0.099 -0.584
S 3.955 -0.235 -0.817
S 3.657 -3.039 0.094
P 1.841 2.745 -1.197
F -1.906 1.193 -0.470
F -1.691 1.688 -2.680
O -1.304 -1.654 -0.642
O -2.467 -0.410 -2.063
N 1.086 1.454 -0.771
N 1.769 -1.744 -1.202
N 0.900 4.144 -0.988
N 3.202 3.066 -0.251
N 2.403 2.974 -2.788
C -1.554 -2.006 1.999
C 0.969 -5.828 -1.026
C -5.978 -3.251 1.936
C -7.229 -2.809 2.323
C -1.838 -7.336 3.721
C 2.974 -1.549 -0.704
C -1.668 -5.801 1.886
C -6.205 -1.032 3.561
C -3.190 -5.355 3.670
C 4.736 4.805 0.538
C 0.850 -1.823 2.066
C -2.345 -1.423 -1.272
C 2.202 1.258 -5.138
C 0.344 -3.647 -1.874
C 1.146 6.528 -0.481
C 0.139 -5.012 -1.789
C 1.407 -3.064 -1.182
C -4.821 -2.584 2.333
C -0.507 4.035 -0.655
C -3.286 -3.568 -0.334
C 3.278 2.376 1.013
C -3.552 -2.322 -1.161
C -7.348 -1.684 3.125
C 0.966 1.894 -4.520
C -1.273 -6.970 2.512
C 1.371 3.171 -3.787
C 2.282 -3.926 -0.479
C 3.534 3.353 2.156
C -1.002 5.346 -0.024
C 3.545 2.229 -3.273
C 0.170 6.086 0.609
C -4.955 -1.485 3.176
C 3.166 0.943 -4.005
C -0.503 0.172 1.956
C 4.836 4.101 1.889
C -1.648 -0.622 1.971
C -2.624 -4.969 2.461
C 4.403 3.794 -0.568
C 1.260 5.421 -1.547
C 2.058 -5.283 -0.369
C -2.807 -6.530 4.294
C 0.761 -0.435 1.987
C -0.294 -2.595 2.060
B -1.464 0.694 -1.753
H 2.121 6.737 -0.037
H 5.037 4.824 2.686
H -2.620 -0.149 1.914
H -1.520 -8.242 4.219
H 2.320 1.866 1.134
H -5.891 -4.136 1.318
H -0.513 -7.593 2.061
H 4.079 1.624 0.995
H -0.219 -3.674 2.080
H -1.122 3.808 -1.536
H -0.184 6.950 1.176
H -8.116 -3.335 1.996
H 3.589 2.805 3.099
H 0.598 5.669 -2.392
H 0.223 2.142 -5.281
H -4.350 -1.726 -0.706
H 5.254 3.100 -0.662
H 5.662 3.385 1.870
H 4.168 1.974 -2.417
H 0.673 5.404 1.297
H 0.488 3.581 -3.297
H -8.325 -1.325 3.420
H 1.660 0.165 2.065
H -0.600 1.252 2.015
H -0.605 3.191 0.032
H -2.387 -4.058 -0.705
H 0.791 7.450 -0.948
H 0.508 1.207 -3.802
H 2.279 5.353 -1.924
H 2.680 0.271 -3.293
H -6.294 -0.163 4.200
H -1.462 5.984 -0.785
H -3.877 -2.572 -2.176
H 1.939 0.356 -5.695
H -1.762 5.138 0.730
H 2.666 1.965 -5.837
H -3.946 -4.724 4.122
H 2.708 4.065 2.220
H -4.068 -0.981 3.536
H 4.270 4.313 -1.518
H 4.114 2.882 -3.957
H -3.256 -6.816 5.236
H -0.286 -3.025 -2.496
H 4.073 0.468 -4.386
H -1.224 -5.531 0.937
H 1.821 -2.291 2.136
H 3.951 5.561 0.590
H 5.679 5.303 0.302
H 1.747 3.902 -4.521
H -0.673 -5.465 -2.347
H 2.742 -5.903 0.192
H 0.787 -6.893 -0.974
H -4.120 -4.264 -0.453
*
```

The calculation puts the HOMO energy (alpha / beta) at -4.215 / -4.245 eV. The value obtained for the total energy is -181912.768 eV.

Below is a structure of composition C43H53BFeN8O2S2, with properties calculated with the ωB97M-V functional and the def2-TZVPD basis.

Geometry as ORCA input:
```
! RIJCOSX wB97M-V def2-TZVPD def2/J DEFGRID3
* xyz -2 5
Fe -0.263 0.342 0.517
S 1.819 0.625 1.659
S 0.630 1.540 -1.197
O -1.135 -1.350 0.209
O -0.972 0.207 2.440
N 2.644 -2.858 -1.436
N 5.166 2.163 1.213
N 3.600 3.435 -2.288
N -2.087 2.904 -0.006
N 3.098 -3.849 -0.753
N -3.157 0.983 -0.587
N 2.539 -3.755 0.465
N 1.807 -2.101 -0.698
C 0.216 5.156 1.818
C 0.192 5.785 -0.492
C -1.192 4.589 -2.211
C -3.707 -0.317 -0.812
C -4.022 2.072 -0.741
C -2.598 3.890 3.173
C -2.164 5.711 -2.594
C -2.004 -4.531 2.706
C 1.741 -2.681 0.472
C -1.258 3.306 2.712
C -1.274 -2.186 2.470
C -6.015 0.572 1.628
C -0.301 3.151 3.888
C -2.640 -0.531 -3.187
C 4.095 1.885 0.889
C -4.237 -2.162 -2.238
C -1.151 3.944 0.264
C -2.233 -4.620 1.336
C 3.003 2.778 -1.552
C -3.389 3.206 -0.402
C -4.520 -0.863 0.196
C -0.711 4.767 -0.783
C -1.429 -2.329 1.034
C -5.063 -2.699 -1.269
C -1.917 -3.527 0.520
C 2.753 1.533 0.521
C -0.937 -0.825 4.572
C -3.544 -0.968 -2.040
C -1.248 -1.154 -3.036
C 2.245 1.945 -0.669
C -1.523 -3.355 3.258
C 3.160 -6.877 0.253
C -4.578 -1.160 2.712
C -0.702 4.140 1.577
C -4.681 -0.179 1.544
C 2.285 -6.120 1.249
C 0.664 5.974 0.794
C 0.828 -6.088 0.808
C -2.538 0.968 -3.474
C -0.046 4.529 -3.220
C -1.032 -0.932 3.068
C -5.196 -2.050 -0.054
C 2.803 -4.706 1.528
B -1.884 1.467 -0.093
H -1.928 -0.901 5.042
H -2.059 -3.570 -0.555
H 0.662 2.762 3.553
H -1.402 -3.302 4.333
H 1.392 6.750 0.998
H -1.647 6.675 -2.602
H 2.767 -7.883 0.094
H -5.030 1.937 -1.098
H 0.596 5.303 2.820
H -2.215 -5.377 3.354
H -6.093 1.101 2.581
H 4.188 -6.965 0.613
H 0.728 -5.618 -0.173
H -6.848 -0.135 1.563
H -0.509 0.145 4.818
H -5.415 -1.863 2.719
H 0.650 3.730 -2.974
H -2.622 -5.533 0.898
H 2.307 -4.302 2.411
H 1.162 -2.353 1.321
H 3.187 -6.360 -0.706
H -3.867 0.542 1.646
H -2.994 5.785 -1.890
H -4.116 -2.676 -3.186
H -1.729 3.642 -2.264
H -3.097 -0.982 -4.077
H -2.125 1.107 -4.477
H -1.866 1.468 -2.778
H -2.463 4.903 3.567
H -3.029 3.268 3.963
H -0.308 -1.604 5.011
H -5.587 -3.631 -1.452
H -3.509 1.463 -3.429
H 3.879 -4.720 1.714
H -5.817 -2.485 0.719
H -0.722 2.432 4.593
H 0.428 -7.102 0.735
H -0.600 -0.835 -3.856
H 0.557 6.417 -1.293
H -0.778 -0.867 -2.098
H -0.147 4.092 4.425
H -3.761 4.218 -0.410
H -0.446 4.343 -4.221
H -3.312 3.934 2.349
H 0.511 5.469 -3.257
H -1.309 -2.245 -3.040
H 0.200 -5.525 1.499
H -4.607 -0.609 3.656
H 2.344 -6.635 2.215
H -1.447 2.301 2.343
H -2.575 5.538 -3.592
H -6.122 1.302 0.827
H -3.652 -1.731 2.677
*
```

The calculation puts the HOMO energy (alpha / beta) at 0.111 / -2.170 eV. The value obtained for the total energy is -118205.218 eV.